Entry 1:
Formula: C31H22Br2ClFeN2O8S
Source: the Open Molecules 2025 dataset
Level of theory: ωB97M-V/def2-TZVPD

Summary:
energy above the lowest of the compared OMol25 structures with the same formula, charge and spin	245.0	kJ/mol
spin multiplicity	6
total charge	-2
HOMO-LUMO gap (alpha / beta)	2.177 / 4.166	eV
total energy	-249693.009	eV

Each line ends with the Löwdin charge.
CARTESIAN COORDINATES (ANGSTROEM)
C 3.04116 0.87269 -0.20265  -0.35
C 4.07142 0.79765 -1.10521  -0.60
H 5.71998 0.06849 3.43432  0.07
C 2.30393 0.43139 3.35742  -0.06
C 4.59516 0.51074 1.66923  -0.17
C 0.61272 1.00716 -4.36976  -0.07
Fe 0.41651 0.60512 0.74041  0.84
Br 3.70421 0.94673 -2.95592  0.82
C 0.06611 -2.24063 1.48049  -0.50
S 0.81657 -4.57768 1.75363  0.66
H -2.82164 -2.11841 -4.73676  0.08
O -1.49257 1.29123 -0.12021  -0.03
C -4.78610 4.06984 0.84089  -0.04
O -4.24979 1.76338 0.46393  0.07
C 3.24065 0.59599 1.20415  -0.16
C -4.36247 5.42760 0.94198  -0.10
H -5.04653 6.25522 1.11451  0.09
C -3.86313 3.06080 0.66829  -0.26
H -2.70026 6.77364 0.69452  0.10
N 2.16328 0.41979 1.95002  0.07
C -1.09377 -2.19247 5.06459  -0.09
H 1.38594 0.55126 3.93905  0.11
C -1.40879 2.23911 0.75378  -0.54
C -1.23578 -2.30241 -6.22433  -0.76
H 0.48711 -2.14958 -7.60374  0.05
H 6.20786 0.58424 -1.32337  0.08
C -3.01474 5.71652 0.80796  -0.13
C 0.01802 -3.94192 3.20930  -0.21
C 0.00671 -0.02640 -5.01779  -0.31
C -1.88283 -1.69793 -5.16055  -0.11
C -0.14881 -4.33358 4.50444  -0.07
H 0.19139 -5.30874 4.83155  0.12
O 2.16260 -5.01803 1.98551  -0.31
C 4.73292 0.24088 3.04327  -0.02
H 1.33564 1.65590 -4.85376  0.01
O -0.07887 -5.50128 1.08824  -0.33
C -0.35335 -2.65880 2.81253  -0.12
H -5.21046 1.77588 0.59269  0.10
C 5.40816 0.55691 -0.62560  -0.16
H -2.37749 -1.93815 -1.92025  0.08
H -0.97960 -0.66253 3.58319  0.12
O -0.47397 2.26229 1.61714  -0.07
Cl -1.80796 -3.73383 -6.98066  0.56
H -2.15652 0.24803 -4.74139  0.12
H -2.62211 -0.11196 -1.49278  0.08
H -1.03949 4.96655 0.82054  0.12
H 3.66665 0.07556 4.96727  0.10
C 3.57019 0.22204 3.88349  -0.06
H -1.37436 -1.45325 5.77055  0.09
C 5.68839 0.44322 0.71025  -0.64
H 1.65124 -0.41057 -6.38922  0.10
C -2.08977 4.68749 0.77542  -0.02
N 0.67643 -3.18547 0.80835  0.02
H 0.48694 1.10821 -3.32681  0.01
C -0.79611 -1.73104 3.81280  -0.01
C -2.45970 3.32188 0.74700  -0.03
C 0.02155 -1.73313 -6.71957  -0.22
C -2.47152 -0.91315 -2.30652  -0.08
Br 7.50690 0.50974 1.26444  0.70
O -1.22343 -0.54017 -3.01966  -0.18
O -0.40026 -1.12841 1.00371  -0.10
O 1.76688 1.08735 -0.58906  -0.18
H -3.32736 -0.83747 -2.98552  0.06
C 0.60596 -0.67546 -6.11952  -0.15
H -5.87849 3.82559 0.85034  0.12
C -1.34317 -0.43778 -4.47928  -0.31
H -1.01013 -3.90813 6.38720  0.09
C -0.74789 -3.50774 5.42149  -0.08

***

Entry 2:
Formula: C35H27ClCoN3O4PS
Source: the Open Molecules 2025 dataset
Level of theory: ωB97M-V/def2-TZVPD

Summary:
energy above the lowest of the compared OMol25 structures with the same formula, charge and spin	207.4	kJ/mol
spin multiplicity	5
total charge	-1
HOMO-LUMO gap (alpha / beta)	6.241 / 6.438	eV
total energy	-119667.290	eV

Each line ends with the Löwdin charge.
CARTESIAN COORDINATES (ANGSTROEM)
N -0.78182 -2.94099 0.26904  0.09
H -1.34337 1.33712 -5.66249  0.09
C 4.14081 0.32048 4.02489  -0.08
C 1.84437 0.06826 3.30270  -0.22
C 2.80124 0.20993 4.32117  -0.07
H 3.95064 0.23397 0.66163  0.09
C 2.04373 0.65421 -2.00311  -0.08
H -2.51392 -4.38775 2.49583  0.11
O -1.12332 0.00908 -1.39765  -0.15
C 2.42538 1.64055 -2.90879  -0.08
H -2.56857 -1.90032 2.66847  0.13
C -1.47562 2.97839 -4.26793  -0.13
C 2.77418 -2.27695 -0.42788  -0.11
C 4.54896 0.32547 2.69518  -0.09
C -3.68349 -1.50758 0.87863  -0.30
C -3.42772 -0.12408 0.93354  -0.08
H 4.10787 -3.78058 -1.21416  0.09
C -1.35216 1.62560 -4.61610  -0.11
C -1.25310 0.96564 -2.25358  -0.36
H 5.59626 0.45318 2.44235  0.10
C -1.27762 4.15689 1.25082  -0.08
C -4.52298 -3.55763 -0.12775  -0.11
H 2.26562 -5.36628 -1.81324  0.09
H -1.59399 4.35531 -2.66736  0.09
C 1.89180 2.30653 -0.26838  -0.10
H 3.60180 -1.65164 -0.12108  0.09
Cl -5.38694 -1.26676 -1.23849  0.64
S 0.16661 0.10866 3.96513  0.44
O -0.74420 -0.00572 2.82140  -0.41
H -3.30060 0.28417 1.93700  0.08
C 0.74009 -4.03896 -1.20012  -0.03
C -3.04132 -3.78643 1.76186  -0.06
H -1.24428 5.09221 1.78440  0.10
Co -1.25950 -0.01824 0.70048  0.47
C -1.48628 3.30598 -2.92883  -0.07
C 2.24698 0.00769 1.95646  -0.27
C -1.39775 -2.01561 0.86126  -0.18
H 2.45538 0.24746 5.34766  0.11
H -3.98984 0.51713 0.26698  0.05
C -1.27396 2.86974 1.67417  -0.10
H 1.66313 2.57598 0.75875  0.11
H -1.15372 -0.39113 -3.90553  0.11
C 1.78672 0.97201 -0.67324  -0.34
C -2.72711 -2.34603 1.68565  -0.24
N -1.32813 4.08812 -0.13059  0.10
H -3.98228 -5.43599 0.82875  0.09
O 0.09583 -1.03151 4.84649  -0.32
C 0.32271 -2.70124 -0.66928  -0.34
C 2.27777 3.28979 -1.16860  -0.09
C -1.35775 2.78580 -0.51425  -0.26
C 2.54815 2.95757 -2.49343  -0.10
H -5.14549 -4.02344 -0.88265  0.09
C -1.37798 2.34747 -1.91345  -0.08
H 4.86813 0.43289 4.82121  0.10
C 2.02472 -4.38858 -1.40964  -0.11
H -0.12439 -2.14755 -1.51603  0.14
H -1.20406 2.47163 2.67809  0.09
H 2.83708 3.72720 -3.20142  0.10
C 3.61557 0.18053 1.68868  -0.11
C 1.49115 -1.85826 -0.19363  -0.26
H 1.92087 -0.36977 -2.33793  0.11
H 2.35706 4.31994 -0.83699  0.10
C -1.24580 0.65908 -3.64471  -0.02
O 0.09553 1.41213 4.59817  -0.33
H -0.07607 -4.72207 -1.40433  0.11
C -3.83760 -4.35973 0.84153  -0.11
N -1.33082 2.03428 0.56880  0.05
C 3.07501 -3.49992 -1.05058  -0.07
P 1.08839 -0.23617 0.52384  1.14
H 2.60682 1.37837 -3.94624  0.10
H -1.56689 3.74672 -5.02527  0.08
C -4.45132 -2.18733 -0.07281  -0.61
H -1.32465 4.87109 -0.75350  0.13

***

> Which value of total energy does entry 1 give?

-249693.009 eV

***

> Which formula does entry 1 have?

C31H22Br2ClFeN2O8S

***

> Which value of total energy does entry 1 give?

-249693.009 eV

***

> Which of these has the lowest energy above the lowest of the compared OMol25 structures with the same formula, charge and spin?

C35H27ClCoN3O4PS